(1)
C10H22CrN3O5S2 | wB97M-V/def2-TZVPD

The geometry in XYZ format:
```
43
Properties=species:S:1:pos:R:3:forces:R:3
Cr -0.18789 0.78302 -0.45347 -0.9 0.4 0.6
C 2.09688 -1.09830 0.89794 0.0 0.1 -0.1
C 0.83042 -1.90072 0.89105 -0.3 0.0 -0.1
O -0.30341 -1.04823 0.51376 0.0 0.1 0.1
C -1.39701 -0.97224 1.47958 0.2 -0.2 -0.2
C -1.19342 0.24821 2.32758 -0.1 0.2 0.0
O -0.90293 1.34194 1.41054 0.2 -0.1 0.1
C -0.18878 2.44384 2.03785 -0.2 -0.1 0.0
C 0.61887 3.11078 0.95872 0.2 0.1 -0.1
O 1.32198 2.10916 0.18699 0.1 -0.3 0.2
C 2.71271 1.84915 0.50097 0.0 0.2 -0.2
C 2.86639 0.99813 1.74643 -0.1 -0.1 0.0
O 1.86534 -0.00738 1.77054 0.1 0.0 0.1
H 2.33938 -0.75831 -0.11563 0.0 0.0 0.0
H 2.92107 -1.72761 1.24610 0.0 0.0 0.0
H 0.61856 -2.30761 1.87774 0.0 0.0 0.0
H 0.87661 -2.71383 0.16942 0.0 0.0 0.0
H -1.42544 -1.87965 2.07891 0.0 0.0 0.0
H -2.30737 -0.90411 0.89464 -0.1 0.0 0.0
H -0.33642 0.14108 2.98884 0.0 -0.1 0.0
H -2.08888 0.47709 2.90420 0.0 0.1 0.0
H 0.42784 2.02952 2.83257 0.1 0.0 0.0
H -0.90793 3.14342 2.46340 0.0 0.0 0.0
H 1.32053 3.83065 1.38017 0.0 0.0 0.0
H -0.01816 3.63420 0.24734 0.0 0.0 0.0
H 3.22614 2.80519 0.60281 0.0 0.0 0.0
H 3.10321 1.35065 -0.38394 0.0 0.0 0.0
H 2.74171 1.58057 2.65766 0.0 0.0 0.0
H 3.87228 0.56990 1.76587 0.0 0.0 0.0
O -0.17257 2.46373 -1.90111 0.1 -0.3 0.0
S 0.66638 1.54877 -2.74957 0.1 0.0 -0.2
N 0.81541 0.23799 -2.03035 0.2 0.2 -0.3
C -1.41770 -3.00752 -3.42835 0.0 0.1 0.1
N -1.32433 -1.77390 -2.64518 0.0 0.1 0.0
C -2.36690 -1.05992 -2.27703 -0.2 0.0 0.0
N -3.58843 -1.45714 -2.60881 0.0 0.0 0.1
S -2.28528 0.43367 -1.36382 0.4 -0.2 -0.2
H -0.43437 -3.46615 -3.45501 0.0 0.0 0.0
H -1.73745 -2.80354 -4.45100 0.0 0.0 0.0
H -2.10344 -3.70795 -2.95207 0.0 0.0 0.0
H -0.41364 -1.36267 -2.49547 0.1 0.0 0.1
H -3.75180 -2.25778 -3.19873 0.0 0.0 0.0
H -4.38817 -0.91609 -2.32209 0.0 0.0 0.0
```
Forces are in eV/Å.

For the energy relative to the best compared isomer or geometry (same formula, charge and spin), the calculation gives 20.1 kcal/mol. The multiplicity is 2. The LUMO energy (spin up / spin down) comes out at -8.338 / -7.879 eV. Its net charge is +2. The calculation puts the HOMO-LUMO gap (spin up / spin down) at 7.6 / 8.1 eV.



(2)
C10H22N4O2S2 | wB97M-V/def2-TZVPD

The geometry in XYZ format:
```
40
Properties=species:S:1:pos:R:3:forces:R:3
C -0.24352 3.57309 1.02473 6.0 3.6 0.3
H -0.44827 3.21493 1.96957 0.3 -0.7 2.3
O 0.89690 2.93374 0.30736 0.4 3.4 3.3
C 2.07196 3.40781 1.06660 -0.2 1.6 -5.9
C 3.17429 2.84246 0.35885 5.4 -6.0 13.4
H 3.31784 2.98317 -0.53121 1.0 1.1 -9.8
C 3.26470 1.27599 0.88329 -0.7 1.4 -15.6
N 2.11838 0.67321 -0.07875 1.8 0.6 2.6
C 2.11805 -0.42420 -0.79099 2.4 0.5 2.7
S 3.23796 -1.55703 -0.83074 4.0 -2.5 0.1
N 1.08685 -0.80014 -1.43058 -8.3 5.9 -0.4
N -0.09699 0.09364 -1.29762 -2.0 -2.4 4.9
C -1.29242 -0.03965 -0.26639 11.5 -8.0 0.5
N -0.76828 -1.18316 0.72951 -6.8 6.8 -0.1
H -0.01763 -1.61180 0.40373 3.8 -2.8 -1.5
C -1.76362 -1.70863 1.69189 -3.1 0.4 -7.5
C -2.37196 -3.01480 1.05780 2.8 2.3 -1.0
C -2.79967 -2.90831 -0.34888 0.1 -2.0 -3.6
O -1.74074 -2.85782 -1.45940 3.2 -1.9 13.0
C -2.11485 -2.53698 -2.55933 -2.8 2.5 -11.2
H -2.75421 -1.50936 -2.78436 1.2 -2.0 1.0
H -1.12922 -2.41169 -3.14799 -1.6 0.0 -0.1
H -2.69717 -3.41378 -3.01466 0.1 1.1 -0.5
H -3.24716 -3.90365 -0.57003 -0.3 0.7 -0.1
H -3.40339 -2.14125 -0.77149 -1.2 0.9 0.8
H -3.05399 -3.58597 1.58278 -1.8 -0.6 1.4
H -1.52105 -3.64802 0.98319 0.9 -1.0 0.0
H -1.30068 -2.01151 2.46968 2.8 -1.2 6.0
H -2.61484 -1.01750 1.75194 0.8 0.2 0.7
S -2.55854 0.72079 -0.11075 -5.4 3.8 0.0
H -0.41661 0.68734 -1.96125 -0.2 1.9 -3.2
H 0.79122 -1.54784 -1.90808 0.1 -3.8 -1.8
H 1.31261 1.21838 0.01493 -1.5 0.5 -0.3
H 4.08079 0.79841 0.27199 0.0 0.5 1.6
H 3.21955 1.02707 1.77862 -0.8 -1.8 8.2
H 4.35378 2.90544 0.86789 -3.1 1.6 -1.1
H 1.99944 3.14554 1.97653 -0.6 -3.3 6.6
H 2.33593 4.40876 1.30904 -1.3 2.3 -1.3
H -0.15442 4.70439 0.92573 -0.2 -1.5 0.4
H -0.87106 3.21896 0.43686 -6.9 -2.3 -4.9
```
Forces are in eV/Å.

For the energy relative to the best compared isomer or geometry (same formula, charge and spin), the calculation gives 284.6 kcal/mol. The multiplicity is 1. The LUMO energy comes out at 0.579 eV. The calculation puts the HOMO-LUMO gap at 8.3 eV.



(3)
C10H22Si2 | wB97M-V/def2-TZVPD

The geometry in XYZ format:
```
34
Properties=species:S:1:pos:R:3:forces:R:3
C -2.31776 1.34128 3.57328 0.6 -1.4 -1.4
C -2.29750 -0.04690 -1.24265 -0.2 1.4 -0.7
C -1.39256 0.65974 2.83436 -0.7 0.8 1.1
C -2.24726 0.56554 -0.02979 0.8 -2.6 -0.9
C 0.66739 -2.33788 2.12576 0.4 0.2 -1.7
C 2.63244 2.63988 -1.68480 1.6 2.2 -1.9
C -3.16999 -1.80994 1.61929 1.2 -0.2 -1.9
C 3.10927 -0.65286 -2.94764 -2.5 -0.8 0.4
C -0.05218 -1.59626 0.95401 -0.3 -1.1 0.4
C 2.30510 2.37207 -3.20126 1.7 -1.7 1.7
Si -1.69278 -0.56597 1.44353 -0.1 0.3 -1.0
Si 1.71238 0.52863 -3.54169 0.2 0.6 0.0
H -1.91285 1.93501 4.37358 -0.4 0.6 0.2
H -3.41817 1.27797 3.40681 1.0 -0.1 0.3
H -2.79621 0.38131 -2.14593 0.3 0.2 0.9
H -1.79019 -0.95653 -1.59463 -0.2 0.0 1.1
H -0.36039 0.96086 3.07746 -0.3 -0.5 -0.1
H -2.65022 1.55357 0.13237 -0.3 0.1 -0.1
H 1.48925 -3.03343 1.79562 -1.0 0.6 0.1
H 1.11263 -1.59629 2.71890 0.7 0.9 1.2
H -0.05051 -2.85644 2.69380 -0.7 -0.9 0.9
H 2.74133 3.80141 -1.50914 0.1 -2.3 -0.3
H 1.82531 2.35652 -1.10914 -1.5 -0.9 1.7
H 3.57023 2.09006 -1.46493 -0.6 0.5 0.4
H -3.68202 -2.16144 2.47755 -0.3 0.2 1.2
H -3.90789 -1.69665 0.79872 0.4 0.4 0.5
H -2.60217 -2.68776 1.27205 -0.2 -0.2 0.1
H 2.60178 -1.68031 -3.04784 1.1 1.3 0.3
H 4.00041 -0.60824 -3.50141 1.3 0.0 -1.0
H 3.37009 -0.43367 -1.91423 -0.1 -0.2 0.3
H -0.26156 -2.47296 0.26770 -0.2 1.5 0.1
H 0.71472 -0.93487 0.53307 -0.5 0.0 -0.4
H 3.23201 2.68404 -3.67138 0.0 -0.1 -0.8
H 1.51788 2.98051 -3.49141 -1.5 1.3 -0.8
```
Forces are in eV/Å.

For the energy relative to the best compared isomer or geometry (same formula, charge and spin), the calculation gives 74.3 kcal/mol. The multiplicity is 1. The LUMO energy comes out at -0.326 eV. The calculation puts the HOMO-LUMO gap at 7.5 eV.



(4)
C10H23BN6O5PS | wB97M-V/def2-TZVPD

The geometry in XYZ format:
```
47
Properties=species:S:1:pos:R:3:forces:R:3
C -3.47923 -2.64547 -2.62709 0.1 0.1 0.0
C -2.36586 -2.06397 -1.75009 0.0 -0.1 -0.1
P -2.57640 -2.23492 0.08539 0.1 -0.1 0.1
C -4.36581 -2.48569 0.29296 0.0 0.2 0.2
N -2.49993 -0.45509 0.55375 0.0 0.1 -0.1
S -3.79985 0.44304 1.24906 0.1 -0.1 -0.1
C -1.33086 0.13747 0.45975 -0.3 -0.1 -0.5
N -1.02453 1.39638 0.78944 0.5 -0.6 1.1
C 0.47911 1.49940 0.86361 0.1 0.5 -0.4
C 0.92833 2.22422 -0.43100 0.2 0.2 0.0
C 2.42020 2.01939 -0.68347 0.3 0.4 0.0
O 3.17184 2.32529 0.23285 -0.1 -0.4 0.0
N 2.90227 1.54735 -1.87119 -0.8 -0.8 0.4
C 4.08072 0.67765 -1.76242 0.4 0.5 -0.2
C 1.99501 1.19875 -2.95753 0.1 0.1 -0.1
B 0.97666 2.36583 2.13448 0.1 -0.1 -0.1
N 0.18428 3.54523 2.45784 0.0 -0.3 0.6
O 2.05372 1.95984 2.84908 0.0 0.4 0.2
C 0.78928 -0.01026 0.96006 -0.2 0.0 -0.1
O 0.32395 -0.42425 2.22288 0.1 -0.3 -0.1
O 2.06849 -0.40737 0.73562 0.1 0.2 -0.1
N 2.14559 -1.90384 0.22245 -0.2 -0.2 0.0
O 2.92373 -2.45546 0.82101 0.2 0.0 -0.1
N -0.21714 -0.60407 0.00362 -0.1 0.4 0.3
H -3.08851 -2.87113 -3.61835 0.0 0.0 0.0
H -3.88606 -3.57142 -2.22490 0.0 0.0 0.0
H -4.29829 -1.93973 -2.75586 -0.1 0.0 0.1
H -2.20849 -1.01130 -2.00198 0.0 0.0 0.0
H -1.42389 -2.57655 -1.95653 0.0 0.0 0.0
H -5.01715 -1.76604 -0.19958 0.0 -0.1 -0.1
H -4.57857 -3.49036 -0.07461 0.0 0.0 0.0
H -4.58147 -2.48030 1.36135 0.0 0.0 0.0
H -4.25303 0.92670 0.08219 -0.1 0.1 0.0
H -1.53192 1.75294 1.59595 -0.2 0.6 -0.4
H 0.82747 3.29406 -0.22774 -0.1 0.0 -0.1
H 0.24432 2.01872 -1.25199 0.1 -0.2 0.0
H 3.94045 -0.08177 -0.99448 0.0 0.0 0.0
H 4.24051 0.20228 -2.72710 0.0 0.0 0.0
H 4.96800 1.25418 -1.51507 0.0 0.0 0.0
H 1.16801 1.89859 -3.01112 0.0 0.0 0.0
H 2.53626 1.28146 -3.89828 0.0 -0.1 0.0
H 1.60245 0.17585 -2.87785 0.0 0.0 0.0
H 0.19311 3.70086 3.46452 0.1 0.1 0.0
H 0.60203 4.39041 2.07615 -0.2 0.0 -0.2
H 2.79981 1.69042 2.29517 -0.1 -0.3 -0.1
H 1.07319 -0.75313 2.73315 0.0 0.2 0.1
H 0.00225 -0.27146 -0.93842 0.1 -0.3 -0.1
```
Forces are in eV/Å.

The multiplicity is 1. The LUMO energy comes out at -3.849 eV. Its net charge is +1. The calculation puts the HOMO-LUMO gap at 8.3 eV. As for the structure (SMILES): CCP(C)N(S)C1=[NH+][C@@](CC(=O)N(C)C)(B(N)O)[C@](O)(ON=O)N1.



(5)
C10H23BNO | wB97M-V/def2-TZVPD

The geometry in XYZ format:
```
36
Properties=species:S:1:pos:R:3:forces:R:3
B 1.93707 -3.97696 -1.63086 0.0 0.1 0.0
C 2.86688 -2.94857 -0.96994 0.2 -0.2 -0.1
H 2.24430 -4.54589 -2.64546 -0.1 0.0 0.0
H 0.86734 -4.22081 -1.15475 0.0 -0.1 0.0
H 3.87299 -2.91104 -1.39183 0.0 0.1 0.0
H 2.92171 -3.08174 0.11422 -0.1 0.1 0.0
H 2.37390 -1.96037 -1.07210 -0.1 0.0 0.2
C -2.20143 -0.84623 0.99995 0.0 0.0 0.0
C -1.24700 -0.23958 -0.04394 0.0 0.1 -0.1
C -1.91521 0.99755 -0.66820 0.0 0.0 0.0
C -1.96273 2.22492 0.24733 0.0 0.0 0.0
C -0.78214 2.26977 1.22909 -0.1 0.0 0.0
C 0.43124 1.45302 0.78057 0.0 0.1 -0.1
N 0.03365 0.05863 0.63733 0.0 -0.2 0.3
O 1.11127 -0.72297 0.19649 0.1 0.0 -0.1
C 1.47509 1.49873 1.90097 0.0 0.1 0.0
C 1.08515 2.06759 -0.47634 0.0 0.0 0.0
C -1.04822 -1.26227 -1.16120 -0.1 0.0 0.0
H -1.73059 -1.73100 1.43130 0.0 0.0 0.0
H -3.16261 -1.13248 0.55555 0.0 0.0 0.0
H -2.38673 -0.13537 1.80832 0.0 0.0 0.0
H -1.37203 1.24891 -1.58126 0.0 0.0 0.0
H -2.92733 0.72647 -0.98970 0.0 0.0 0.0
H -1.95922 3.12419 -0.37619 0.0 0.0 0.0
H -2.90387 2.25114 0.80397 0.0 0.0 0.0
H -0.47551 3.30818 1.39339 0.0 0.0 0.0
H -1.08819 1.87745 2.20396 0.0 -0.1 0.0
H 1.07548 0.99938 2.78568 0.0 0.0 0.0
H 1.72811 2.53577 2.15261 0.0 0.0 0.0
H 2.37079 0.96846 1.58305 0.0 0.0 0.0
H 1.41725 3.09252 -0.27785 0.0 0.0 0.0
H 0.40831 2.09316 -1.33064 0.0 0.0 0.0
H 1.94430 1.45241 -0.74331 0.0 0.0 0.0
H -2.01997 -1.48118 -1.62181 0.0 0.0 0.0
H -0.61335 -2.17792 -0.76856 0.0 0.0 0.0
H -0.36868 -0.87388 -1.91985 0.0 0.0 0.0
```
Forces are in eV/Å.

The multiplicity is 1. The LUMO energy comes out at 3.231 eV. Its net charge is -1. The calculation puts the HOMO-LUMO gap at 4.8 eV.



(6)
C10H23IMnN14O | wB97M-V/def2-TZVPD

The geometry in XYZ format:
```
50
Properties=species:S:1:pos:R:3:forces:R:3
Mn -0.22602 -0.17621 -0.38121 -0.2 0.1 0.5
N 2.63887 -0.98956 0.70769 0.1 0.0 0.0
C 2.43766 0.38912 1.16411 -0.1 -0.1 0.0
C 0.82343 -0.50457 2.77658 -0.1 0.0 0.0
N -0.43489 -0.55847 1.94774 -0.1 0.1 0.1
C -1.05585 -1.86404 2.19206 0.0 -0.1 -0.1
C -0.42606 -2.92413 1.30118 0.0 0.0 0.0
N -0.56147 -2.50645 -0.10031 0.0 0.0 -0.3
C -1.34669 0.55210 2.28446 0.0 0.0 0.0
C -2.68211 0.47585 1.52816 0.0 -0.1 0.0
N -2.54183 -0.04134 0.14285 -0.1 0.1 0.0
H 3.29910 -0.97239 -0.06437 0.0 0.0 0.0
H 3.11924 -1.48523 1.45430 0.0 0.0 0.0
H 3.38022 0.94599 1.22147 0.0 0.1 0.1
H 2.09172 1.29879 -0.66425 0.0 0.0 0.0
H 1.23431 -1.51369 2.74478 0.0 0.0 0.0
H 0.53158 -0.28981 3.81056 0.0 0.0 0.0
H -0.97866 -2.14924 3.24998 0.0 0.0 0.0
H -2.12038 -1.82063 1.96506 0.0 0.0 0.0
H 0.63985 -3.01443 1.50656 0.0 0.0 0.0
H -0.88503 -3.89780 1.49747 0.0 0.0 0.0
H 0.03818 -3.06074 -0.69999 0.0 0.0 0.0
H -1.50983 -2.65152 -0.43113 0.0 0.0 0.0
H -1.55567 0.57382 3.36305 0.0 0.0 0.0
H -0.82842 1.47954 2.04624 0.0 0.0 0.0
H -3.38602 -0.15843 2.06840 0.0 0.0 0.0
H -3.12123 1.47383 1.51759 0.0 0.0 0.0
H -3.22755 -0.76687 -0.02817 0.0 0.0 0.1
H -2.74688 0.68955 -0.53820 0.0 0.0 0.0
N 0.79529 3.27915 -0.25750 0.0 0.1 0.0
C -0.33974 3.01155 -1.00967 0.1 -0.1 0.0
N -1.03018 3.89134 -1.71675 0.1 0.0 -0.1
N -1.97457 3.15951 -2.33239 -0.1 0.0 0.1
N -1.87342 1.91837 -2.00095 0.1 0.0 -0.1
N -0.81941 1.77618 -1.15390 0.0 0.0 -0.1
C 1.12424 2.32513 0.74140 -0.2 -0.1 0.0
N 1.18011 2.60573 1.98823 0.1 0.0 -0.1
N 1.56574 1.78311 2.94522 0.0 0.0 0.1
N 1.82767 0.43676 2.44315 0.1 0.0 -0.1
N 1.55396 1.05598 0.17252 0.4 -0.1 -0.1
H 0.84186 4.22956 0.07980 0.0 0.0 0.0
N 1.95846 -1.11517 -3.70183 -0.1 -0.1 0.0
C 0.69124 -0.70502 -3.51938 -0.1 0.3 -0.1
O 0.11863 -0.79348 -2.43895 0.2 -0.4 0.1
C -0.01347 -0.07111 -4.68682 0.0 0.1 0.1
I -0.76406 -1.59157 -5.98032 0.0 0.0 0.0
H 2.40848 -1.63128 -2.96443 0.0 0.0 0.0
H 2.35132 -1.16197 -4.62616 0.0 0.0 0.0
H 0.65098 0.56413 -5.26559 0.0 0.0 -0.1
H -0.85275 0.50006 -4.29835 0.0 0.0 -0.1
```
Forces are in eV/Å.

For the energy relative to the best compared isomer or geometry (same formula, charge and spin), the calculation gives 0.0 kcal/mol. The multiplicity is 6. The LUMO energy (spin up / spin down) comes out at -0.486 / -0.502 eV. The calculation puts the HOMO-LUMO gap (spin up / spin down) at 5.2 / 5.2 eV.



Question: What is the formula in the fifth record?
Answer: C10H23BNO